(1)
17
Properties=species:S:1:pos:R:3:forces:R:3 method="wB97M-V/def2-TZVPD" orbital_gap_ev=3.93 max_force_ha_per_bohr=0.0510 e_above_lowest_kcal_mol=126.4 homo_ha=-0.2966 lumo_ev=-4.138
S -3.759 1.238 -1.010 0.052 -0.812 -0.558
S -2.224 -1.143 1.089 -0.413 0.231 -0.647
C -1.458 -0.700 -0.551 0.301 0.722 -0.567
C -0.122 -1.189 -0.550 -0.002 -0.393 1.399
C 0.949 -0.476 0.138 2.376 0.902 0.651
N 2.079 -1.213 0.493 -0.987 -0.594 -0.427
O 0.980 0.719 0.400 -1.875 -0.203 0.031
H -4.129 2.440 -0.616 0.058 0.563 0.455
H -1.443 0.418 -0.511 -0.167 0.100 0.196
H -2.045 -0.924 -1.445 -0.194 -0.804 0.446
H 0.221 -2.202 -0.747 -0.576 -0.017 -1.033
H -3.355 -0.360 0.755 0.898 -0.061 0.092
H 2.514 -1.823 -0.182 -0.168 -0.226 0.150
H 2.713 -0.736 1.110 0.216 0.286 -0.175
H 2.443 1.436 0.467 0.884 0.652 -0.325
H 3.313 2.646 0.870 0.111 -0.347 -0.349
O 3.323 1.867 0.290 -0.513 0.002 0.661

***

(2)
6
Properties=species:S:1:pos:R:3:forces:R:3 method="wB97M-V/def2-TZVPD" orbital_gap_ev="8.77 / 8.77" max_force_ha_per_bohr=0.1003 e_above_lowest_kcal_mol=23.6 homo_ha="-0.3493 / -0.3493" lumo_ev="-0.731 / -0.731"
N 2.429 -0.086 0.103 -4.815 1.692 -0.746
O 1.924 -1.098 0.289 0.936 -2.093 0.610
O 3.372 0.448 -0.268 1.507 0.637 0.029
O -0.055 0.257 0.725 -2.575 0.295 -0.367
O 0.911 1.062 0.174 2.186 0.242 -0.214
H -0.954 0.525 0.270 2.760 -0.772 0.687

***

(3)
24
Properties=species:S:1:pos:R:3:forces:R:3 method="wB97M-V/def2-TZVPD" orbital_gap_ev=10.30 max_force_ha_per_bohr=0.0184 e_above_lowest_kcal_mol=25.4 homo_ha=-0.3547 lumo_ev=0.649
N -0.486 1.064 -2.740 0.125 0.363 0.573
C -0.038 -0.286 -3.028 -0.197 -0.434 -0.419
C -0.344 -1.252 -1.880 -0.166 -0.191 0.036
N 0.805 -1.363 -0.984 -0.087 0.137 -0.207
H -1.488 1.141 -2.645 -0.079 -0.113 -0.065
H -0.176 1.762 -3.396 0.079 -0.071 -0.276
H 1.041 -0.274 -3.188 0.062 0.094 0.145
H -0.449 -0.698 -3.958 -0.201 0.098 0.009
H -1.197 -0.921 -1.292 -0.031 0.505 0.077
H -0.727 -2.202 -2.274 0.493 -0.149 -0.141
H 0.551 -1.654 -0.052 0.106 -0.480 0.005
H 1.535 -1.956 -1.380 -0.277 0.205 0.421
O 1.757 -2.161 2.772 -0.132 0.146 -0.327
H 2.190 -2.673 3.461 -0.018 0.295 0.097
H 1.724 -1.233 3.044 0.124 -0.434 0.156
O -0.596 2.437 1.732 0.477 -0.597 0.243
H 0.056 2.265 2.434 -0.476 0.271 -0.252
H -0.143 2.003 0.974 -0.033 0.388 0.155
O -2.323 -0.180 3.013 -0.023 0.091 -0.264
H -2.266 0.349 2.204 0.101 -0.024 0.280
H -2.235 0.470 3.716 0.001 0.023 -0.024
O 1.154 1.454 -0.200 -0.719 -0.567 -0.231
H 0.695 1.781 -0.991 0.121 0.168 -0.041
H 0.918 0.501 -0.305 0.750 0.276 0.050

***

(4)
71
Properties=species:S:1:pos:R:3:forces:R:3 method="wB97M-V/def2-TZVPD" total_charge=-1 orbital_gap_ev="4.79 / 5.57" max_force_ha_per_bohr=0.0526 s_squared=0.757 e_above_lowest_kcal_mol=60.4 multiplicity=2 homo_ha="-0.1350 / -0.1614" lumo_ev="1.112 / 1.175"
Mo 0.526 0.743 1.063 -0.966 -1.765 0.756
O 3.203 2.726 -1.262 -0.654 -0.262 0.593
C 2.265 2.388 -0.569 0.654 0.970 -1.074
O 2.191 1.345 0.200 -0.205 -0.537 0.119
C 1.000 3.188 -0.467 -0.612 -0.244 0.195
C 0.661 4.308 -1.198 0.040 0.042 0.221
C -0.583 4.893 -0.992 -0.042 -0.346 0.314
C -1.433 4.347 -0.032 0.244 0.121 -0.236
C -1.031 3.217 0.650 0.320 -0.224 0.354
N 0.155 2.625 0.422 -0.384 2.274 -1.417
C -1.758 2.542 1.788 -0.599 0.624 0.001
O -2.802 2.982 2.238 0.172 0.009 -0.221
O -1.097 1.537 2.219 0.553 -0.584 -0.385
H 1.372 4.694 -1.912 0.074 -0.019 -0.040
H -0.884 5.760 -1.560 -0.011 0.078 -0.050
H -2.396 4.777 0.203 -0.036 -0.043 0.050
Se 1.784 -0.693 4.304 0.839 -0.448 0.225
Se 3.685 -0.199 2.147 0.582 -0.093 0.826
C 2.696 -1.503 1.264 0.239 0.083 0.234
C 3.263 -2.778 1.171 -0.023 -0.165 -0.087
C 2.563 -3.797 0.577 -0.275 0.138 -0.125
C 1.316 -3.498 0.036 0.056 -0.001 0.202
C 0.823 -2.219 0.161 -0.541 -0.427 -0.291
N 1.460 -1.231 0.807 0.538 -0.164 0.179
C 1.214 1.050 4.134 0.381 -0.225 -0.034
C 0.861 1.751 5.303 -0.247 0.358 0.065
C 0.779 3.117 5.287 0.086 -0.332 -0.135
C 1.109 3.773 4.096 0.114 0.070 -0.144
C 1.355 3.023 2.973 0.132 0.507 0.096
N 1.322 1.680 2.943 -0.205 0.043 0.221
H 4.237 -2.930 1.615 -0.032 0.018 -0.074
H 2.967 -4.796 0.517 0.077 -0.090 -0.005
H 0.738 -4.245 -0.488 -0.077 0.014 -0.006
H -0.148 -1.981 -0.268 0.284 0.050 0.141
H 0.686 1.180 6.205 0.092 0.001 -0.037
H 0.537 3.674 6.182 -0.062 0.015 0.020
H 1.171 4.849 4.058 0.016 0.093 -0.116
H 1.636 3.518 2.050 -0.162 -0.042 0.076
C 1.736 0.297 -6.361 -0.128 0.091 0.343
C 0.996 0.842 -5.142 -0.141 0.054 -0.265
O 1.713 0.482 -3.973 0.006 -0.038 0.188
P 1.208 -0.492 -2.792 0.247 -0.412 -0.367
S 2.809 -1.441 -2.190 -0.556 0.540 -0.034
S -0.119 0.562 -1.644 0.486 -0.281 0.554
O 0.143 -1.458 -3.577 0.108 0.483 0.130
C 0.416 -2.820 -3.836 0.163 -0.449 -0.231
C -0.545 -3.313 -4.905 0.163 0.215 0.324
H 1.361 0.756 -7.274 -0.055 -0.004 -0.081
H 1.623 -0.785 -6.429 -0.011 -0.052 0.000
H 2.796 0.519 -6.259 0.070 0.046 -0.049
H -0.028 0.456 -5.109 0.086 0.114 0.040
H 0.967 1.937 -5.173 -0.068 -0.120 0.000
H 0.281 -3.391 -2.911 0.081 0.000 -0.057
H 1.460 -2.936 -4.148 -0.136 -0.061 0.023
H -1.567 -3.271 -4.536 -0.124 -0.024 -0.004
H -0.300 -4.340 -5.164 -0.024 -0.140 -0.064
H -0.479 -2.693 -5.796 0.054 0.040 -0.124
O -0.611 -1.201 2.972 -0.521 0.253 -0.351
C -1.424 -1.102 2.054 0.079 -0.594 0.833
O -1.147 -0.528 0.952 0.005 0.907 -1.149
C -2.788 -1.703 2.163 -0.086 0.004 -0.103
C -3.769 -1.417 1.220 0.041 -0.028 0.064
C -5.027 -1.983 1.348 -0.066 -0.002 -0.044
C -5.301 -2.833 2.408 -0.138 -0.053 -0.006
C -4.325 -3.114 3.350 0.032 -0.046 0.068
C -3.068 -2.547 3.232 0.025 0.071 -0.095
H -3.536 -0.749 0.404 0.037 0.016 -0.036
H -5.800 -1.763 0.624 -0.010 0.032 -0.055
H -6.283 -3.278 2.502 -0.034 0.001 -0.001
H -4.547 -3.774 4.177 -0.003 -0.040 0.054
H -2.285 -2.736 3.949 0.061 -0.022 0.081

***

(5)
94
Properties=species:S:1:pos:R:3:forces:R:3 method="wB97M-V/def2-TZVPD" total_charge=-2 orbital_gap_ev="3.47 / 4.45" max_force_ha_per_bohr=0.0704 s_squared=12.224 multiplicity=7 homo_ha="-0.0018 / -0.0295" lumo_ev="3.423 / 3.650"
Eu 1.854 -1.875 0.677 -2.517 1.135 0.223
O -2.042 -3.929 -3.501 -0.137 -0.709 1.351
C -3.192 -4.503 -2.815 -0.078 0.009 -0.669
C -3.211 -4.518 -1.263 -0.973 0.161 1.962
C -4.592 -5.123 -0.780 0.073 1.776 -1.107
O -4.653 -6.400 -1.384 -1.195 -1.134 0.071
C -3.139 -3.100 -0.627 -1.467 -0.982 0.208
Se -1.840 -1.941 -1.234 1.400 2.030 -1.611
C -2.138 -5.380 -0.566 0.605 -0.221 -3.565
Se -0.577 -5.172 -1.758 0.982 -0.618 0.726
H -1.677 -3.152 -2.942 -0.882 -0.121 -0.169
H -3.240 -5.550 -3.196 -0.177 0.752 0.323
H -4.116 -3.959 -3.126 0.501 -0.274 0.095
H -5.433 -4.408 -1.134 1.077 -1.210 0.461
H -4.590 -5.128 0.330 -0.072 -0.239 -0.489
H -5.519 -6.854 -1.304 0.799 0.819 0.187
H -3.058 -3.104 0.468 -0.317 -0.531 -0.161
H -4.045 -2.564 -0.887 -0.633 -0.202 0.198
H -2.271 -6.463 -0.641 -0.417 0.330 0.460
H -1.818 -5.004 0.357 0.195 0.445 1.408
Cl 7.574 -3.934 0.552 -0.322 0.220 -0.136
C 5.832 -4.324 0.362 0.645 -0.429 -0.612
Cl 5.359 -5.211 1.820 -0.335 0.410 -0.170
Cl 5.710 -5.485 -1.043 -0.176 0.739 0.501
C 4.980 -3.024 0.042 -2.351 1.070 0.327
O 5.483 -2.001 -0.426 0.302 -1.956 0.461
O 3.709 -3.157 0.346 2.659 -0.364 -0.503
F -1.560 -0.357 4.135 0.556 0.088 -0.326
Te -0.897 -1.490 2.565 -1.769 1.397 -0.253
F 1.232 -2.041 2.899 1.132 -1.041 0.184
F -0.509 -2.706 0.950 1.198 -0.586 0.445
F 0.399 -6.095 -0.475 0.004 -0.014 -0.350
F -2.754 -1.062 1.853 1.460 -0.378 0.400
O 0.108 -0.216 1.708 -0.853 -0.505 0.372
F 3.071 1.118 -3.537 0.199 0.260 -0.577
C 2.422 0.870 -2.402 -0.336 0.939 0.430
F 1.680 1.970 -2.098 0.196 -0.705 -0.402
F 3.351 0.800 -1.444 0.184 -0.286 0.211
C 1.564 -0.416 -2.466 -0.640 0.554 1.529
O 1.237 -0.773 -1.199 0.563 0.102 -0.477
C 2.360 -1.538 -3.087 0.284 -2.005 -1.457
F 1.721 -2.722 -2.833 0.645 1.160 -0.810
F 3.607 -1.711 -2.610 -0.423 0.573 0.109
F 2.512 -1.355 -4.449 -0.340 -0.569 1.083
C 0.290 -0.110 -3.352 -3.354 -0.852 -0.264
F -0.665 0.580 -2.635 1.903 -0.600 -0.885
F 0.491 0.573 -4.509 0.544 0.067 0.830
F -0.374 -1.262 -3.773 1.633 1.363 0.553
C -3.223 2.969 -2.544 -0.491 1.063 -0.205
C -2.218 3.806 -1.749 -0.196 0.940 1.172
C -0.987 4.098 -2.610 0.221 -0.405 -0.744
P -1.692 2.940 -0.103 -0.690 -1.204 -0.709
C -0.592 4.141 0.764 0.351 0.396 0.526
C 0.813 3.502 1.069 -0.362 0.077 -1.425
C -0.553 5.615 0.267 1.017 -0.725 0.682
C -3.324 2.958 0.941 0.884 0.391 -0.539
C -3.169 2.087 2.220 1.152 0.805 -0.664
C -3.814 4.410 1.151 -1.023 -0.771 2.122
H -3.228 3.280 -3.619 -0.356 0.204 0.812
H -4.259 2.957 -2.107 1.032 -0.055 -0.503
H -2.804 2.001 -2.596 0.050 -1.544 0.162
H -2.664 4.779 -1.462 0.022 -0.265 -0.257
H -0.738 3.195 -3.212 0.059 0.511 0.523
H -0.113 4.387 -2.018 -0.099 -0.212 -0.220
H -1.174 4.911 -3.348 -0.061 -0.367 0.465
H -0.966 4.169 1.781 -0.766 0.169 0.239
H 1.414 3.468 0.146 -0.079 -0.063 0.196
H 0.692 2.447 1.398 0.047 0.684 0.049
H 1.364 4.121 1.781 -0.087 -0.166 0.191
H 0.097 5.740 -0.598 0.081 0.019 0.055
H -0.136 6.185 1.096 0.227 0.358 -0.028
H -1.495 6.074 0.030 -0.618 -0.144 -0.091
H -4.002 2.437 0.256 -0.005 0.057 0.032
H -2.755 2.690 3.029 0.134 0.158 0.062
H -2.437 1.297 2.023 -0.428 -0.046 0.115
H -4.077 1.662 2.609 -0.540 -0.246 -0.167
H -3.571 4.778 2.206 0.007 -0.392 -1.386
H -4.930 4.421 1.123 0.610 0.255 -0.169
H -3.403 5.082 0.424 -0.048 0.454 -0.292
N 5.256 1.081 1.910 0.794 -0.574 2.326
C 4.559 0.119 1.271 -1.641 1.057 -0.345
N 3.387 -0.146 1.816 0.992 -0.808 -0.754
C 3.373 0.527 3.009 2.148 0.816 0.872
C 2.441 0.554 4.009 -0.837 0.552 0.128
C 2.634 1.454 5.075 -0.751 -0.247 -0.118
C 3.832 2.149 5.246 0.708 -0.725 -0.558
C 4.897 1.902 4.356 0.095 0.420 0.220
C 4.627 1.209 3.195 -1.307 -0.034 -1.627
H 6.192 1.407 1.661 -0.650 -0.434 0.175
H 4.826 -0.258 0.320 0.448 -0.263 -0.714
H 1.556 -0.037 3.788 -0.109 0.327 0.627
H 1.793 1.607 5.763 0.452 -0.068 -0.199
H 4.015 2.869 6.042 -0.237 -0.433 0.105
H 5.917 2.160 4.625 -0.128 0.612 -0.259